Molecular formula: C30H34N3O
Method: DFT, wB97M-V/def2-TZVPD

Last column: Mulliken charge in e.
Geometry (Å):
C1 4.44688 -2.90316 1.96187  -0.84
N1 4.41105 -1.91045 3.05885  0.29
C2 5.60908 -1.19479 3.32617  0.00
C3 6.10912 -0.30376 2.37016  0.04
C4 7.25678 0.43665 2.63136  -0.78
C5 7.96017 0.23331 3.82434  -0.38
C6 7.49553 -0.69451 4.77092  -0.59
C7 6.31027 -1.39081 4.53568  -0.20
C8 3.16770 -1.30490 3.35900  0.35
C9 2.41603 -1.78565 4.44594  -0.50
C10 1.17263 -1.25346 4.70657  -1.07
C11 0.62213 -0.20992 3.90515  0.48
C12 -0.72413 0.17263 4.15848  -0.37
C13 -1.52953 1.06446 3.39296  0.73
C14 -2.54350 1.81331 4.07306  -0.77
C15 -3.23542 2.82275 3.44344  -0.51
C16 -3.00629 3.06137 2.06898  0.50
N2 -3.74583 4.07215 1.42236  0.28
C17 -4.39952 3.68814 0.15687  -0.92
C18 -3.40701 5.44714 1.58855  -0.08
C19 -2.44220 6.01360 0.73918  0.00
C20 -2.12107 7.36271 0.82419  -0.73
C21 -2.80382 8.18190 1.73200  -0.36
C22 -3.78054 7.63566 2.57933  -0.61
C23 -4.06903 6.26834 2.52477  -0.20
C24 -2.07279 2.27665 1.34991  -0.12
C25 -1.35332 1.28861 1.99196  -1.29
C26 1.47516 0.37263 2.91517  -0.93
C27 2.67137 -0.23961 2.57551  -0.29
H1 3.54005 -3.52326 2.02210  0.31
H2 4.50512 -2.41847 0.97349  0.34
H3 5.34049 -3.52771 2.09646  0.33
H4 5.55035 -0.17191 1.44206  0.31
H5 7.59716 1.16079 1.89417  0.36
H6 8.86946 0.80024 4.01970  0.38
H7 8.06031 -0.87103 5.68546  0.37
H8 5.90355 -2.08549 5.27687  0.37
H9 2.84401 -2.57178 5.06105  0.49
H10 0.56284 -1.64854 5.51772  0.38
H11 -1.14190 -0.16111 5.11440  0.53
H12 -2.70658 1.62037 5.14174  0.38
H13 -3.96125 3.45194 3.97471  0.34
H14 -5.09481 4.48849 -0.13018  0.32
H15 -3.66364 3.54001 -0.64969  0.37
H16 -4.95901 2.75581 0.33138  0.32
H17 -1.92629 5.35558 0.03720  0.30
H18 -1.34779 7.76937 0.17380  0.36
H19 -2.56771 9.24496 1.78409  0.38
H20 -4.31617 8.28181 3.27601  0.37
H21 -4.79904 5.81952 3.20398  0.37
H22 -1.88117 2.50527 0.29620  0.31
H23 -0.62838 0.68470 1.44349  0.78
H24 1.16494 1.28479 2.40390  0.82
H25 3.25233 0.10827 1.72003  0.29
C28 -6.01271 -2.89727 6.94138  -1.42
C29 -4.67900 -3.26480 6.33471  0.44
O1 -4.86180 -4.45699 5.56953  -0.56
C30 -4.01237 -2.21341 5.45618  -0.40
N3 -2.90586 -2.83498 4.72579  -0.63
H26 -5.93981 -2.01989 7.59293  0.37
H27 -6.77524 -2.68067 6.18326  0.36
H28 -6.35394 -3.72902 7.56493  0.34
H29 -3.98214 -3.41908 7.17889  0.17
H30 -4.12016 -4.49515 4.92113  0.41
H31 -4.72996 -1.89749 4.69381  0.32
H32 -3.70763 -1.34981 6.06333  0.24
H33 -2.34437 -2.14048 4.23932  0.12
H34 -2.29145 -3.34287 5.36533  0.26

Cartesian forces, eV/Å:
C -0.098 0.438 0.307
N -0.314 -1.045 0.222
C 0.788 0.572 0.217
C -0.187 0.010 0.376
C 0.150 -0.182 0.188
C -0.252 -0.184 0.016
C -0.063 0.257 -0.421
C -0.348 0.089 -0.465
C -0.028 -0.032 -0.365
C 0.059 0.222 -0.143
C -0.347 0.014 -0.108
C 0.336 -0.173 0.123
C 0.327 1.037 -0.201
C -0.164 -0.305 -0.034
C 0.194 -0.109 0.337
C 0.311 0.130 -0.008
C -0.140 0.631 -0.139
N -0.365 -1.057 0.058
C 0.427 0.028 0.126
C 0.067 1.241 0.337
C -0.107 -0.393 0.380
C -0.277 0.124 0.186
C -0.095 -0.297 0.056
C 0.356 -0.100 -0.283
C 0.275 -0.301 -0.336
C -0.010 -0.241 0.062
C 0.129 0.272 0.208
C -0.285 -0.385 -0.384
C -0.241 0.234 0.435
H 0.359 0.127 -0.108
H -0.089 -0.197 0.122
H -0.347 0.133 -0.032
H 0.264 0.009 0.165
H 0.057 -0.146 0.199
H -0.212 -0.160 -0.044
H -0.175 0.093 -0.200
H 0.197 0.193 -0.305
H -0.119 0.098 -0.121
H 0.139 0.010 -0.121
H 0.068 0.034 -0.249
H 0.008 0.044 -0.483
H 0.348 -0.413 -0.269
H 0.240 -0.297 0.114
H -0.355 0.030 -0.004
H 0.172 0.346 -0.209
H -0.113 0.255 0.087
H -0.221 -0.018 0.173
H -0.098 -0.291 -0.003
H 0.181 -0.229 -0.162
H 0.141 0.201 -0.317
H -0.214 -0.246 0.422
H -0.340 0.189 0.114
H 0.089 -0.331 0.098
H -0.092 0.064 0.425
C -0.265 0.307 0.063
C 0.312 -0.287 -0.057
O 0.677 0.222 -0.158
C -0.455 0.138 -0.355
N 0.583 -0.050 0.298
H 0.137 -0.068 -0.083
H 0.212 -0.171 0.045
H -0.016 0.099 -0.188
H 0.000 -0.397 -0.118
H -0.765 0.024 0.521
H -0.052 0.231 0.116
H -0.134 -0.043 0.022
H -0.173 -0.270 -0.012
H -0.044 0.269 -0.127

Values from the calculation:
LUMO: -0.20294 Eh
F_max: 1.3 eV/Å
Multiplicity: 1
Total charge: +1
Kohn-Sham gap: 5.68 eV

Molecular formula: C30H34N6O10
Method: DFT, wB97M-V/def2-TZVPD

Last column: Mulliken charge in e.
Geometry (Å):
O1 1.18711 -0.75428 -9.33844  -0.56
N1 0.34811 -1.24728 -8.50344  0.83
O2 -0.46789 -2.10728 -8.79044  -0.53
C1 0.51811 -0.96028 -7.09544  0.03
C2 1.84011 -0.23628 -6.63544  -0.37
C3 1.96111 -0.00228 -5.07144  -0.70
C4 0.79611 -0.33928 -4.05744  -0.67
C5 -0.34889 -0.97228 -4.52844  0.11
C6 -0.58789 -1.21828 -6.01044  -0.24
H1 2.71011 0.31272 -7.32544  0.26
H2 2.81611 0.40872 -4.64144  0.53
H3 1.01611 0.06572 -3.10044  0.74
H4 -1.23389 -1.07228 -3.83644  0.18
H5 -1.45989 -1.73328 -6.51844  0.34
O3 -0.21589 -3.33128 2.73156  -0.55
N2 -0.26189 -1.96928 2.46356  0.66
O4 -1.06489 -1.49428 1.65456  -0.31
C7 0.25011 -1.05728 3.43156  -0.09
C8 0.27511 0.45772 3.16856  0.29
C9 0.50211 1.44872 4.30556  -0.41
C10 0.90011 0.79672 5.70956  -0.54
C11 0.92511 -0.58328 5.98456  -0.59
C12 0.48211 -1.53428 4.87356  -0.28
H6 0.25411 0.92972 2.00356  -0.01
H7 0.42511 2.54172 4.31056  0.43
H8 1.05411 1.43772 6.48956  0.44
H9 1.15811 -0.99128 6.89556  0.51
H10 0.66211 -2.59628 5.07256  0.45
O5 -3.97789 1.22772 1.23456  -0.58
N3 -3.58189 0.93172 2.44356  1.01
O6 -2.74989 1.63172 3.00456  -0.54
C13 -3.85589 -0.30628 3.08856  0.18
C14 -3.01389 -0.76028 4.37256  -0.13
C15 -3.29489 -2.09728 4.97356  -0.45
C16 -4.55789 -2.83228 4.50656  -0.36
C17 -5.35189 -2.46628 3.41856  -0.68
C18 -5.01489 -1.11828 2.61456  -0.72
H11 -2.02289 -0.31428 4.75556  0.39
H12 -2.64189 -2.51528 5.74956  0.41
H13 -4.91589 -3.77528 5.08556  0.23
H14 -6.12389 -3.05428 3.20356  0.58
H15 -5.62089 -0.81828 1.87556  0.66
O7 2.20311 2.26972 -3.11044  -0.54
N4 2.17911 2.51272 -1.90444  0.89
O8 3.15411 2.91572 -1.14344  -0.55
C19 0.79211 2.52472 -1.33144  0.07
C20 -0.49689 2.47672 -2.25644  -0.81
C21 -1.88689 2.44672 -1.56344  -0.30
C22 -1.95489 3.09872 -0.14344  -0.64
C23 -0.81889 3.43572 0.64156  -0.67
C24 0.54711 3.09572 0.13456  -0.70
H16 -0.31089 2.05372 -3.18644  0.67
H17 -2.73289 2.07072 -2.16844  0.56
H18 -2.91689 3.33472 0.15056  0.51
H19 -0.70889 3.87272 1.46656  0.80
H20 1.30911 3.52172 0.61956  0.69
C25 -3.87689 -1.87728 -0.85744  -1.02
N5 -3.70489 -1.80428 -2.28544  0.11
C26 -3.18089 -2.96428 -3.12244  -0.95
C27 -3.86089 -0.54828 -2.86944  0.18
O9 -3.39689 -0.36728 -4.04144  -0.59
H21 -3.61089 -2.82428 -0.55944  0.47
H22 -4.91689 -1.53728 -0.83744  0.37
H23 -3.07589 -1.21928 -0.38044  0.26
H24 -2.05189 -3.24328 -2.65244  0.27
H25 -3.23589 -2.88128 -4.15944  0.35
H26 -3.78889 -3.83828 -2.95044  0.40
H27 -4.06589 0.29572 -2.07544  0.24
C28 7.96211 0.81072 0.32556  -0.94
N6 7.11311 1.38972 1.31956  0.12
C29 7.44311 1.24672 2.71456  -1.39
C30 5.93611 1.93972 0.95156  -0.09
O10 5.12011 2.48672 1.77056  -0.70
H28 8.15111 1.54272 -0.46444  0.32
H29 7.45811 -0.10628 -0.15044  0.29
H30 8.85711 0.35272 0.83456  0.35
H31 7.64111 0.37372 3.09256  0.60
H32 6.94911 1.56572 3.51056  0.44
H33 8.43511 1.63672 2.72456  0.44
H34 5.62711 2.00772 -0.01144  0.55

Cartesian forces, eV/Å:
O -2.509 -0.953 2.412
N 2.184 -0.337 -1.752
O 0.005 0.805 -0.070
C 1.330 2.751 5.804
C -1.396 0.423 3.236
C -5.290 -2.603 -3.327
C 3.241 0.221 -5.483
C -1.267 0.579 -2.427
C 3.665 -0.046 -1.663
H -2.732 -2.123 1.730
H 1.313 0.819 0.240
H -0.362 -0.286 0.887
H 1.081 -0.170 -1.093
H 0.820 0.802 1.394
O 0.501 6.139 -1.391
N -3.046 -4.697 0.879
O 1.930 -0.989 0.522
C 1.391 3.162 5.061
C 0.748 1.284 0.516
C 0.747 -6.172 1.310
C -2.060 -1.100 -5.079
C -2.371 0.431 -6.650
C 1.936 2.879 -1.640
H -0.362 -1.667 3.532
H 0.135 -0.658 -0.642
H 0.605 1.825 1.789
H 0.558 -0.768 2.058
H -0.749 0.316 -0.346
O 0.211 -1.595 3.966
N 1.631 1.822 -3.429
O -0.864 -0.051 -0.050
C -2.432 -4.528 2.309
C -0.846 -3.087 -1.045
C -2.697 2.781 -3.270
C 1.253 0.107 0.801
C 5.637 6.076 0.404
C 4.701 -2.730 6.780
H -2.035 -0.071 -1.111
H -0.458 0.339 -0.355
H 0.996 1.724 -1.057
H -3.229 -1.941 -1.268
H -1.894 1.156 -2.723
O 1.032 0.110 1.677
N 0.407 2.033 1.469
O -3.234 -1.933 -2.947
C -4.667 2.879 2.715
C -0.001 -1.291 7.003
C 5.255 2.397 1.476
C 2.560 -1.761 -3.611
C 2.203 -5.569 -10.000
C -4.761 -1.913 -6.200
H -0.139 -0.345 -1.841
H 0.448 0.740 0.662
H -1.725 0.239 0.924
H -0.449 3.633 6.778
H 3.229 0.904 1.933
C 0.774 2.785 -1.058
N 0.178 0.857 -3.346
C 2.246 -0.132 4.552
C 3.685 -1.064 -1.508
O -2.343 0.440 3.097
H -0.294 -2.360 0.989
H 0.199 -0.337 1.841
H -1.488 -0.422 -0.162
H -2.904 0.756 -1.750
H 0.440 1.184 -1.540
H -0.310 -0.314 0.668
H -0.278 -1.414 -1.603
C 0.000 -2.412 -0.421
N -2.416 0.070 0.242
C 3.048 2.697 -3.996
C -1.882 2.049 5.902
O 2.340 -1.745 -1.702
H 0.530 -0.286 0.174
H 0.596 1.241 0.458
H -0.588 1.015 -0.774
H 0.718 -6.269 0.680
H -3.246 2.942 2.286
H 0.945 1.008 0.714
H -0.126 -0.283 -3.539

Values from the calculation:
LUMO: -0.06613 Eh
F_max: 11.7 eV/Å
SMILES: O=[N+]([O-])c1ccccc1.O=[N+]([O-])c1ccccc1.O=[N+]([O-])c1ccccc1.O=[N+]([O-])c1ccccc1.CN(C)C=O.CN(C)C=O
Multiplicity: 1
Kohn-Sham gap: 6.97 eV

Molecular formula: C30H34N7O13
Method: DFT, wB97M-V/def2-TZVPD

Last column: Mulliken charge in e.
Geometry (Å):
N1 5.28377 -7.73605 66.63670  0.53
O1 4.74676 -7.14123 65.55785  -0.53
O2 4.91869 -7.25025 67.70549  -0.24
O3 6.27556 -8.49885 66.52204  -0.58
C1 7.00812 -9.97679 70.93058  -0.56
C2 6.88631 -10.56468 72.39793  -0.46
C3 5.94926 -9.81418 73.43029  -0.70
C4 5.40787 -8.41054 72.92217  -0.15
C5 5.42612 -7.99420 71.44209  0.01
C6 6.29467 -8.87831 70.48099  0.10
N2 4.65000 -7.41836 73.86045  0.97
O4 4.41975 -7.73550 75.02317  -0.60
O5 4.20789 -6.46816 73.28161  -0.56
H1 7.69402 -10.49557 70.41584  0.58
H2 7.46632 -11.42233 72.69190  0.38
H3 5.75206 -10.08936 74.37161  0.56
H4 4.88896 -6.92080 71.09050  0.32
H5 6.26397 -8.31918 69.37679  0.08
C7 0.96357 -5.95272 67.77375  0.05
C8 -0.47921 -5.43475 68.15723  -0.92
C9 -0.66134 -4.01739 68.37512  -0.32
C10 0.54686 -2.97156 68.28655  -0.10
C11 1.86432 -3.64190 68.02073  -0.49
C12 2.04112 -5.11083 67.66827  0.05
N3 0.41080 -1.55760 68.28109  0.85
O6 -0.59181 -1.02759 68.86513  -0.60
O7 1.18432 -0.85521 67.67230  -0.52
H6 0.96474 -7.01313 67.58978  0.28
H7 -1.14816 -6.18153 68.29254  0.62
H8 -1.66012 -3.49306 68.62364  0.29
H9 2.74899 -3.01843 67.87449  0.49
H10 3.10113 -5.51216 67.40153  0.28
C13 8.48436 -9.98967 64.18286  -0.48
C14 7.95219 -8.82354 63.32343  -0.07
C15 8.65387 -8.53108 62.00600  -0.70
C16 9.45597 -9.63206 61.38165  0.12
C17 9.91512 -10.80107 62.25522  -0.23
C18 9.44937 -10.91685 63.66483  -0.49
N4 9.75028 -9.63005 59.93922  0.89
O8 9.44213 -8.59914 59.26405  -0.57
O9 10.42782 -10.54303 59.51929  -0.57
H11 8.22211 -10.17371 65.11010  0.66
H12 7.11306 -8.15215 63.86478  0.20
H13 8.16204 -7.78840 61.54738  0.50
H14 10.62223 -11.56567 61.82483  0.34
H15 9.77317 -11.70104 64.32715  0.38
C19 1.42919 -5.39725 62.05427  -0.20
C20 1.90071 -4.07044 61.47377  -0.19
C21 2.77852 -3.03743 62.26344  -0.76
C22 2.93912 -3.37491 63.71348  0.17
C23 2.56628 -4.76644 64.27529  -0.12
C24 1.77474 -5.72876 63.27834  -1.02
N5 3.43847 -2.27711 64.62141  1.09
O10 3.87490 -2.64957 65.68231  -0.54
O11 3.42688 -1.15341 64.07838  -0.63
H16 0.72221 -6.12698 61.35948  0.18
H17 1.57353 -3.77327 60.42743  0.29
H18 2.85296 -1.99393 61.93202  0.37
H19 2.81566 -5.09808 65.19016  0.61
H20 1.56781 -6.58866 63.64820  0.74
C25 0.46489 -9.80972 67.79785  -0.02
O12 -0.30188 -9.87485 68.72448  -0.60
N6 1.79021 -9.54335 67.89816  0.16
C26 2.61688 -9.49628 66.74090  -0.75
C27 2.35460 -9.08028 69.21643  -0.74
H21 0.25792 -10.13430 66.87195  0.47
H22 3.04299 -8.49852 66.59769  0.10
H23 2.08688 -9.72244 65.74580  0.24
H24 3.66898 -9.80393 66.94378  0.41
H25 2.49712 -8.03617 69.31889  0.22
H26 3.49188 -9.23917 69.45858  0.16
H27 1.52443 -9.23940 70.00061  0.37
C28 6.90232 -4.35475 67.20280  -0.06
O13 6.54940 -3.13755 67.18872  -0.65
N7 8.19539 -4.81303 67.22459  0.19
C29 8.58548 -6.17556 67.22039  -0.98
C30 9.28219 -3.87015 67.62449  -1.02
H28 6.05581 -5.16551 67.09522  0.36
H29 9.45049 -6.56422 67.24083  0.60
H30 8.04163 -6.86029 66.30748  0.04
H31 8.11248 -6.52498 68.11456  0.38
H32 10.25491 -4.41827 67.64822  0.33
H33 9.29936 -3.69854 68.59297  0.49
H34 9.54133 -2.84512 67.00841  0.21

Cartesian forces, eV/Å:
N 0.656 3.351 -3.519
O 1.223 -2.414 1.993
O -0.097 -1.008 1.363
O -1.574 0.103 0.260
C -3.037 0.662 6.124
C -3.895 5.480 -0.229
C 2.776 3.227 -9.047
C 0.778 -2.059 -2.906
C 1.389 -1.372 2.114
C -2.348 3.975 0.273
N -0.046 -2.674 -0.763
O 0.694 0.259 -0.858
O -0.149 1.085 0.382
H 2.143 -1.576 -2.404
H -0.129 -0.187 0.003
H -0.460 -1.097 3.371
H 1.743 -3.483 1.017
H 0.467 -2.209 2.750
C -3.626 2.067 0.932
C 6.310 4.893 -0.671
C 1.210 1.137 -0.014
C 1.445 -7.617 -1.049
C -2.623 0.074 -0.965
C 0.300 1.898 1.109
N -2.706 2.509 1.044
O 1.683 -1.949 -0.797
O 0.767 -0.706 -0.093
H 0.481 -0.191 -0.128
H -2.468 -1.712 0.330
H 1.651 -1.312 -0.438
H -0.301 -0.053 0.253
H -1.999 0.854 0.547
C 1.732 2.228 -7.856
C 2.648 -1.388 1.063
C -0.631 -6.596 3.980
C -1.014 -0.575 4.393
C -1.286 1.934 0.027
C -0.772 2.644 -3.100
N 0.829 2.762 -0.347
O 0.254 -2.604 1.653
O -0.509 -0.103 -0.270
H -1.953 -0.335 4.460
H 2.164 -1.396 -1.682
H -0.865 2.716 -2.403
H -1.043 1.038 0.428
H 0.299 -0.256 -0.212
C -0.776 2.818 -5.398
C 1.382 1.047 2.010
C -4.256 -4.371 1.274
C -1.569 -3.565 -1.263
C -1.736 3.290 -8.563
C 4.491 7.273 3.312
N 0.108 -0.843 -2.551
O -0.244 1.243 0.105
O 0.259 -1.328 1.990
H 2.089 2.087 1.904
H 0.594 -0.491 1.506
H 0.356 -0.772 -0.013
H 0.785 -0.867 3.040
H -1.429 -5.553 2.558
C 2.507 0.058 3.268
O -1.181 0.461 0.805
N 0.558 0.761 1.881
C 1.585 1.691 -1.447
C -0.194 -0.435 0.798
H -1.285 -1.005 -3.951
H -1.214 0.898 -0.271
H 1.039 -0.351 1.757
H -0.937 -1.804 -0.339
H -0.610 1.797 -0.964
H -2.238 -1.428 -0.577
H 1.834 -0.642 -0.994
C -2.102 1.500 -0.930
O 1.625 -3.385 0.494
N 1.663 3.337 -0.447
C -9.933 -1.384 -2.025
C 1.982 0.250 -5.279
H 1.798 1.040 0.226
H 7.205 -1.104 -0.078
H 1.209 2.115 2.349
H -0.324 -1.272 0.606
H -0.631 -0.044 -1.039
H -1.119 1.667 4.809
H -1.399 -2.713 1.315

Values from the calculation:
LUMO: 0.02416 Eh
F_max: 10.2 eV/Å
Multiplicity: 1
Total charge: -1
Kohn-Sham gap: 7.51 eV